(1)
The molecule C27H37N3O4. Source: OMol25; level of theory: ωB97M-V/def2-TZVPD.

ORCA input file:
```
! wB97M-V def2-TZVPD RIJCOSX def2/J DEFGRID3
* xyz 0 1
C -7.43 -1.79 0.02
C -6.32 -0.76 -0.13
H -6.46 -0.22 -1.07
H -6.39 -0.04 0.69
C -4.94 -1.43 -0.11
N -3.77 -0.58 0.01
C -3.49 0.31 -1.10
C -4.18 1.68 -1.14
C -3.67 2.49 -2.32
H -2.59 2.58 -2.28
H -3.93 1.99 -3.26
H -4.11 3.48 -2.32
H -3.96 2.22 -0.21
H -5.26 1.56 -1.21
H -3.73 -0.24 -2.02
H -2.41 0.49 -1.11
C -3.56 -0.01 1.33
H -4.47 0.41 1.78
C -2.96 -1.05 2.29
N -1.79 -1.65 1.68
C -0.57 -1.09 1.82
O -0.29 -0.29 2.68
C 0.47 -1.61 0.81
C 0.04 -1.31 -0.63
C 0.53 0.12 -0.84
O 0.10 0.88 -1.68
N 1.50 0.35 0.07
C 2.22 1.55 0.23
C 3.46 1.55 0.88
C 4.15 2.72 1.05
C 3.65 3.93 0.58
C 2.41 3.94 -0.06
C 1.71 2.76 -0.23
H 0.76 2.78 -0.73
H 1.98 4.85 -0.44
O 4.42 5.03 0.80
C 3.95 6.28 0.36
H 3.01 6.55 0.85
H 3.82 6.30 -0.73
H 4.72 7.00 0.64
H 5.11 2.73 1.55
H 3.88 0.63 1.24
C 1.77 -0.79 0.93
C 2.97 -1.60 0.51
C 3.55 -2.48 1.42
C 4.63 -3.26 1.06
C 5.15 -3.18 -0.23
C 4.58 -2.31 -1.15
C 3.49 -1.53 -0.77
H 3.07 -0.85 -1.49
H 4.96 -2.21 -2.15
O 6.22 -3.99 -0.49
C 6.81 -3.94 -1.77
H 7.20 -2.95 -1.99
H 6.10 -4.24 -2.55
H 7.63 -4.66 -1.74
H 5.08 -3.94 1.76
H 3.15 -2.55 2.42
H 1.88 -0.45 1.96
H -1.03 -1.38 -0.82
H 0.56 -1.96 -1.34
H 0.64 -2.68 0.99
H -1.98 -2.20 0.86
H -3.67 -1.84 2.52
H -2.64 -0.56 3.21
H -2.83 0.80 1.23
H -4.92 -2.14 0.72
H -4.82 -2.01 -1.04
H -8.41 -1.32 -0.01
H -7.34 -2.32 0.98
H -7.38 -2.53 -0.78
*
```

Its HOMO energy is -7.814 eV. The energy above the lowest of the compared OMol25 structures with the same formula, charge and spin comes out at 3.7 kJ/mol. Its structure (SMILES) is CCCN(CCC)CCNC(=O)[C@H]1CC(=O)N(c2ccc(OC)cc2)[C@@H]1c1ccc(OC)cc1. The HOMO-LUMO gap is 0.31350 hartree.

=====

(2)
A structure of composition C27H37N3O4S in a non-equilibrium geometry. Source: OMol25; level of theory: ωB97M-V/def2-TZVPD.

ORCA input file:
```
! wB97M-V def2-TZVPD RIJCOSX def2/J DEFGRID3
* xyz 0 1
C 0.55 5.15 -0.56
C 1.05 3.88 0.10
O 0.04 3.50 0.93
C -1.15 2.73 0.41
C -1.33 2.20 -1.04
C -2.52 1.56 -1.22
C -3.55 1.19 -0.19
C -3.35 1.77 0.84
C -2.27 2.48 1.26
H -2.06 2.73 2.36
H -4.17 1.71 1.68
N -4.67 0.64 -0.83
S -4.88 -1.02 0.08
O -5.40 -0.35 1.50
O -5.70 -1.69 -0.79
C -3.32 -1.53 0.52
C -2.64 -2.36 -0.60
C -1.38 -2.61 -0.49
C -0.48 -2.06 0.47
C -1.22 -1.45 1.71
C -2.58 -1.17 1.44
H -3.15 -0.57 2.49
H -0.62 -1.12 2.52
C 0.81 -2.46 0.73
O 1.30 -3.42 -0.06
N 1.74 -1.50 1.04
H 1.26 -0.80 1.19
C 3.13 -1.44 1.04
H 3.28 -2.62 0.81
H 3.47 -1.57 2.18
C 3.76 -0.37 0.18
N 2.91 -0.36 -1.12
C 2.97 -1.47 -1.85
H 2.86 -2.55 -1.30
C 1.70 -1.52 -2.80
C 1.84 -0.01 -3.63
C 1.95 1.01 -2.93
C 3.12 0.86 -1.55
H 3.16 1.78 -1.19
H 3.93 0.91 -2.33
H 2.12 1.84 -3.18
H 0.88 1.15 -1.91
H 0.81 -0.17 -4.27
H 2.62 -0.41 -4.30
H 1.61 -2.30 -3.48
H 0.98 -1.49 -2.21
H 3.94 -1.65 -2.44
C 5.35 -0.99 -0.03
C 6.11 -0.80 1.09
C 5.90 0.49 2.00
C 4.62 0.83 2.26
C 3.76 0.88 0.99
H 2.89 1.16 1.19
H 4.22 1.55 0.53
H 4.32 -0.01 3.14
H 4.61 1.86 2.99
H 6.61 0.30 2.79
H 6.38 1.22 1.38
H 5.77 -1.61 1.86
H 7.26 -1.13 1.20
H 5.70 -0.15 -0.83
H 5.32 -1.81 -0.49
H -0.82 -3.12 -1.42
H -3.44 -2.49 -1.40
H -4.60 0.22 -1.67
H -2.53 1.27 -2.27
H -0.61 2.53 -1.58
H 1.79 4.23 0.90
H 1.08 3.02 -0.52
H 1.38 5.57 -0.85
H 0.28 6.06 0.17
H -0.29 4.95 -1.20
*
```

Its HOMO energy is -7.929 eV. The energy above the lowest of the compared OMol25 structures with the same formula, charge and spin comes out at 2736.6 kJ/mol. The HOMO-LUMO gap is 0.23888 hartree.

=====

(3)
The ion C27H37N4O4S2 with charge +1 in a non-equilibrium geometry. Source: OMol25; level of theory: ωB97M-V/def2-TZVPD.

ORCA input file:
```
! wB97M-V def2-TZVPD RIJCOSX def2/J DEFGRID3
* xyz 1 1
C 0.71 3.30 -0.99
C -0.28 2.57 -1.89
H -0.54 1.59 -1.48
H 0.13 2.45 -2.89
O -1.45 3.36 -2.08
C -2.25 3.59 -1.01
C -2.76 4.87 -0.86
C -3.61 5.21 0.19
C -3.99 4.27 1.13
C -3.52 2.99 0.97
C -2.66 2.61 -0.09
N -2.37 1.27 -0.13
C -2.93 0.63 0.83
N -2.89 -0.75 0.96
C -1.91 -1.52 0.41
O -2.13 -2.71 0.16
C -0.58 -0.94 0.17
C 0.14 -1.39 -0.94
C 1.43 -0.96 -1.15
C 2.01 -0.09 -0.24
C 1.32 0.35 0.87
C 0.02 -0.07 1.08
H -0.52 0.26 1.96
H 1.81 1.02 1.56
S 3.70 0.49 -0.52
O 3.64 1.92 -0.54
O 4.19 -0.19 -1.68
N 4.42 0.00 0.89
C 4.64 -1.42 0.99
C 6.10 -1.86 1.04
C 6.98 -1.16 0.00
H 6.39 -0.98 -0.91
H 7.80 -1.83 -0.27
C 7.56 0.15 0.51
C 6.54 1.28 0.63
H 6.17 1.54 -0.36
H 7.03 2.16 1.05
C 5.33 0.94 1.51
H 4.76 1.86 1.67
H 5.64 0.53 2.47
H 8.03 -0.03 1.49
H 8.35 0.47 -0.17
H 6.11 -2.94 0.87
H 6.51 -1.69 2.03
H 4.15 -1.86 0.12
H 4.12 -1.79 1.89
H 2.01 -1.28 -2.00
H -0.33 -2.08 -1.62
C -4.04 -1.41 1.57
H -4.26 -0.90 2.51
H -3.73 -2.43 1.80
C -5.30 -1.38 0.70
H -5.65 -0.35 0.62
C -5.10 -1.90 -0.72
N -4.47 -3.24 -0.80
C -4.20 -3.60 -2.20
H -3.57 -2.84 -2.67
H -3.66 -4.55 -2.24
H -5.13 -3.69 -2.76
C -5.26 -4.29 -0.15
H -5.39 -4.08 0.91
H -6.25 -4.37 -0.62
H -4.75 -5.24 -0.25
H -3.51 -3.14 -0.31
H -6.07 -1.94 -1.23
H -4.46 -1.21 -1.27
H -6.08 -1.95 1.22
S -3.91 1.60 1.94
H -4.64 4.53 1.95
H -3.97 6.22 0.27
H -2.46 5.61 -1.58
H 0.87 4.30 -1.37
H 1.67 2.78 -0.97
H 0.32 3.37 0.03
*
```

Its HOMO energy is -10.579 eV. The energy above the lowest of the compared OMol25 structures with the same formula, charge and spin comes out at 14.8 kJ/mol. Its structure (SMILES) is CCOc1cccc2sc(N(CCC[NH+](C)C)C(=O)c3ccc(S(=O)(=O)N4CCCCCC4)cc3)nc12. The HOMO-LUMO gap is 0.27877 hartree.

=====

(4)
A structure of composition C27H38CdN2O2P3. Source: OMol25; level of theory: ωB97M-V/def2-TZVPD.

ORCA input file:
```
! wB97M-V def2-TZVPD RIJCOSX def2/J DEFGRID3
* xyz 1 1
Cd 0.85 0.02 -0.64
O 2.57 -0.02 3.29
C 1.45 0.23 2.86
O 1.14 0.80 1.74
C 0.23 -0.27 3.61
C 0.32 -0.59 4.96
C -0.80 -1.04 5.64
C -2.01 -1.19 4.98
C -2.10 -0.89 3.62
C -0.99 -0.42 2.93
P -1.07 0.14 1.19
C -1.56 1.90 1.44
C -0.74 2.97 1.09
C -1.13 4.29 1.31
C -2.35 4.56 1.91
C -3.16 3.51 2.32
C -2.76 2.19 2.10
C -2.65 -0.62 0.60
C -3.76 0.08 0.14
C -4.87 -0.59 -0.37
C -4.88 -1.98 -0.42
C -3.77 -2.69 0.02
C -2.66 -2.02 0.52
H 1.28 -0.49 5.44
H -0.73 -1.28 6.70
H -2.88 -1.54 5.51
H -3.05 -1.04 3.12
H 0.24 2.78 0.73
H -0.46 5.11 1.04
H -2.66 5.58 2.09
H -4.10 3.71 2.83
H -3.39 1.38 2.44
H -3.78 1.17 0.16
H -5.73 -0.03 -0.73
H -5.75 -2.51 -0.80
H -3.76 -3.78 -0.02
H -1.80 -2.58 0.86
N 0.51 2.10 -2.05
C -0.44 1.71 -3.12
C -1.60 0.92 -2.54
N -1.14 -0.41 -2.10
H 0.16 2.92 -1.57
H 1.40 2.37 -2.44
H 0.09 1.10 -3.86
H -0.82 2.59 -3.64
H -2.42 0.86 -3.25
H -1.96 1.46 -1.66
H -0.95 -1.02 -2.89
H -1.86 -0.87 -1.55
C 4.58 0.18 0.84
P 3.34 -0.81 -0.04
C 3.18 -2.31 0.98
C 4.29 -1.39 -1.50
C 3.42 -2.09 -2.56
P 2.13 -0.96 -3.19
C 1.46 -1.94 -4.59
C 3.16 0.28 -4.08
H 5.50 -0.41 0.92
H 4.19 0.41 1.83
H 4.78 1.11 0.31
H 4.12 -2.86 0.98
H 2.38 -2.96 0.61
H 2.94 -2.00 1.99
H 5.08 -2.04 -1.14
H 4.77 -0.51 -1.93
H 2.93 -2.97 -2.13
H 4.03 -2.45 -3.39
H 2.26 -2.26 -5.26
H 0.74 -1.36 -5.16
H 0.95 -2.83 -4.21
H 4.03 -0.20 -4.52
H 3.50 1.07 -3.41
H 2.57 0.73 -4.88
*
```

Its HOMO energy is -10.581 eV. The HOMO-LUMO gap is 0.30321 hartree.

=====

(5)
A cluster of 2 separate species, C27H38F3O4 in total in a non-equilibrium geometry. Source: OMol25; level of theory: ωB97M-V/def2-TZVPD.

ORCA input file:
```
! wB97M-V def2-TZVPD RIJCOSX def2/J DEFGRID3
* xyz -1 1
C -2.87 -3.88 3.84
C -1.99 -3.64 2.65
O -0.62 -3.86 3.00
C 0.19 -3.63 1.94
C 1.60 -3.94 2.28
C 2.60 -3.74 1.26
O 2.34 -3.35 0.13
C 4.08 -3.97 1.66
C 4.73 -2.72 2.27
C 4.40 -2.46 3.74
C 2.97 -1.95 4.01
C 2.03 -3.00 4.58
C 1.93 -4.27 3.69
O -0.25 -3.20 0.89
H -3.90 -3.69 3.52
H -2.79 -4.91 4.20
H -2.63 -3.20 4.67
H -2.25 -4.32 1.83
H -2.09 -2.61 2.29
H 4.18 -4.83 2.33
H 4.63 -4.19 0.74
H 5.82 -2.86 2.20
H 4.47 -1.84 1.66
H 4.62 -3.35 4.35
H 5.09 -1.67 4.08
H 3.03 -1.12 4.73
H 2.53 -1.54 3.09
H 2.36 -3.31 5.58
H 1.02 -2.58 4.68
H 1.13 -4.91 4.09
H 2.87 -4.82 3.74
C -3.19 4.53 -0.15
C -3.66 3.57 -1.25
C -4.80 2.73 -0.70
C -4.19 4.39 -2.43
C -2.48 2.68 -1.71
C -2.48 1.32 -1.60
C -1.38 0.50 -2.05
C -1.42 -0.89 -1.95
C -0.40 -1.77 -2.51
F -0.71 -3.10 -2.35
F -0.22 -1.58 -3.88
F 0.85 -1.58 -1.94
C -0.24 1.18 -2.61
C -0.16 2.54 -2.73
C 1.08 3.23 -3.33
C 0.69 4.02 -4.57
C 2.14 2.20 -3.73
C 1.70 4.16 -2.28
C -1.30 3.36 -2.28
O -1.26 4.61 -2.39
H -2.40 5.18 -0.53
H -4.02 5.15 0.20
H -2.79 3.95 0.70
H -5.19 2.05 -1.47
H -4.48 2.16 0.18
H -5.62 3.39 -0.39
H -4.51 3.71 -3.23
H -5.04 5.00 -2.12
H -3.40 5.05 -2.82
H -3.33 0.79 -1.17
H -2.26 -1.39 -1.49
H 0.59 0.55 -2.94
H -0.03 4.80 -4.30
H 1.58 4.50 -5.00
H 0.25 3.35 -5.32
H 2.48 1.62 -2.87
H 1.76 1.53 -4.51
H 3.01 2.73 -4.15
H 1.98 3.57 -1.39
H 2.60 4.63 -2.68
H 0.98 4.93 -2.00
*
```

Its HOMO energy is -3.011 eV. The HOMO-LUMO gap is 0.13379 hartree.

=====

(6)
A structure of composition C27H38F6IrN6O6S2. Source: OMol25; level of theory: ωB97M-V/def2-TZVPD.

ORCA input file:
```
! wB97M-V def2-TZVPD RIJCOSX def2/J DEFGRID3
* xyz 1 5
Ir 0.00 1.31 0.48
O -0.58 1.75 2.76
C 0.35 2.40 3.64
C 1.08 1.32 4.40
C 1.58 0.22 3.45
C 2.57 0.71 2.44
C 3.90 0.90 2.81
C 4.83 1.27 1.86
C 4.42 1.42 0.54
C 3.09 1.25 0.25
N 2.17 0.93 1.18
H -1.40 2.27 2.67
H -0.19 3.06 4.32
H 1.03 3.01 3.05
H 0.41 0.87 5.13
H 1.92 1.77 4.94
H 0.72 -0.21 2.94
H 2.04 -0.58 4.04
H 4.19 0.73 3.83
H 5.87 1.41 2.13
H 5.12 1.68 -0.24
H 2.72 1.37 -0.76
F -2.36 5.98 -0.05
C -2.86 4.85 -0.51
F -2.77 4.80 -1.82
F -4.13 4.74 -0.14
S -1.97 3.41 0.28
O -2.03 2.32 -0.67
O -2.61 3.25 1.55
N -0.43 3.80 0.56
S 0.51 4.06 -0.74
O 1.00 2.79 -1.26
O -0.01 5.02 -1.66
C 1.97 4.82 0.09
F 2.26 4.17 1.22
F 3.00 4.72 -0.74
F 1.73 6.08 0.36
C -3.65 -4.05 0.36
C -4.90 -3.19 0.16
C -5.73 -3.10 1.44
C -4.55 -1.82 -0.41
N -3.46 -1.14 0.30
C -2.23 -0.87 -0.11
N -1.61 -0.25 0.87
N -2.49 -0.15 1.89
N -3.60 -0.68 1.56
H -3.93 -5.07 0.61
H -3.05 -3.67 1.19
H -3.03 -4.08 -0.54
H -5.52 -3.66 -0.61
H -5.17 -2.61 2.24
H -6.00 -4.09 1.78
H -6.65 -2.53 1.28
H -5.41 -1.15 -0.40
H -4.20 -1.92 -1.44
H -1.83 -1.11 -1.08
C 1.91 0.77 -4.59
C 0.68 0.12 -3.95
C -0.40 -0.19 -4.99
C 1.09 -1.12 -3.19
C 1.54 -2.25 -3.83
C 1.93 -3.37 -3.10
C 1.89 -3.39 -1.70
C 1.46 -2.30 -0.99
C 1.48 -2.28 0.52
C 2.92 -2.35 1.03
C 0.64 -3.42 1.11
C 1.02 -1.13 -1.74
O 0.57 -0.10 -1.16
H 1.62 1.70 -5.08
H 2.35 0.12 -5.35
H 2.67 1.00 -3.85
H 0.27 0.83 -3.23
H -0.01 -0.84 -5.78
H -0.73 0.74 -5.47
H -1.27 -0.67 -4.55
H 1.60 -2.26 -4.91
H 2.29 -4.25 -3.62
H 2.21 -4.27 -1.17
H 1.05 -1.34 0.85
H 3.40 -3.29 0.73
H 2.94 -2.31 2.12
H 3.52 -1.53 0.64
H 1.11 -4.39 0.93
H -0.36 -3.45 0.68
H 0.54 -3.29 2.19
*
```

Its HOMO energy (spin up / spin down) is -11.467 / -11.953 eV. The energy above the lowest of the compared OMol25 structures with the same formula, charge and spin comes out at 26.4 kJ/mol. The HOMO-LUMO gap (spin up / spin down) is 0.34084 / 0.25519 hartree.